Entry 1:
Here is an isolated ion of composition CHF2O3 and charge +1 in a non-equilibrium geometry from the Open Molecules 2025 dataset. Energies are from wB97M-V/def2-TZVPD.

Summary:
Total energy = -463.4692 Ha
ΔE to the lowest compared entry with this formula, charge and spin = 104.7 kcal/mol
LUMO energy (alpha / beta) = -10.9 / -11.0 eV
Charge = +1
Frontier orbital gap (alpha / beta) = 7.532 / 7.514 eV

Each line ends with the Löwdin charge.
Atoms and positions in Å:
C1 -0.17 -0.57 -0.04  -0.6055
O1 -1.42 1.55 -0.08  0.2559
O2 0.92 0.28 0.52  0.2431
O3 -0.29 0.62 -0.76  0.2065
F1 -1.13 -0.78 0.81  0.2924
F2 0.22 -1.64 -0.61  0.3410
H1 1.86 0.54 0.15  0.2667


Entry 2:
Here is a 2-piece molecular cluster, C4H14N2O overall in a non-equilibrium geometry from the Open Molecules 2025 dataset. Energies are from wB97M-V/def2-TZVPD.

Summary:
Total energy = -345.4194 Ha
ΔE to the lowest compared entry with this formula, charge and spin = 98.4 kcal/mol
LUMO energy = 0.7 eV
Charge = 0
Frontier orbital gap = 8.608 eV
SMILES = CN[C@H](C)CN.O

Each line ends with the Löwdin charge.
Atoms and positions in Å:
C1 0.83 2.98 0.07  -0.0600
N1 -0.22 1.88 -0.30  -0.1125
C2 -1.40 0.87 1.55  -0.0768
C3 -1.01 0.67 0.06  -0.3537
C4 0.00 -0.59 0.01  -0.2543
N2 -0.23 -1.90 0.67  -0.0380
H1 1.24 2.39 0.93  0.0553
H2 0.41 3.82 0.65  0.0656
H3 1.56 2.95 -0.79  0.0976
H4 -0.03 1.92 -1.24  0.0245
H5 -1.96 0.05 2.02  0.0822
H6 -0.44 1.13 1.93  0.0513
H7 -1.99 1.80 1.60  0.0723
H8 -1.88 0.40 -0.46  0.1092
H9 1.04 -0.34 0.39  0.1143
H10 0.14 -0.80 -1.08  0.1038
H11 0.46 -2.46 0.09  0.0726
H12 0.17 -1.93 1.59  0.0391
H13 0.74 -4.98 -2.22  0.0993
H14 1.47 -3.84 -3.15  0.0059
O1 1.08 -4.01 -2.31  -0.0976


Q: Number 1 is which compound?
A: CHF2O3